The following is a quantum chemistry calculation of one molecule with the formula C3H9N3OS, from OMol25.

Each line ends with the Löwdin charge.
Cartesian coordinates (Å):
C: 0.5018 -0.7362 0.3620  -0.5153
C: -1.0062 -0.6272 0.5837  -0.5608
C: -1.4265 0.8428 0.8460  -0.3784
H: 2.6837 0.1219 -1.7499  0.0740
H: 2.7736 1.0213 -0.3623  0.0912
H: 0.5289 0.9095 -0.9444  0.1087
H: 2.1733 -1.4808 0.8546  0.0449
H: -1.3350 -1.1812 1.4655  0.1001
H: -0.9955 -1.3952 -1.7479  -0.1148
H: -2.4498 0.8111 1.2552  0.1204
H: -0.7677 1.1395 1.6849  0.1361
H: -1.9812 1.4637 -0.8719  0.1248
N: 2.4082 0.1567 -0.7795  0.0142
N: 0.9876 0.0634 -0.6535  -0.0445
N: 1.1667 -1.5476 1.0554  0.1350
O: -1.2736 1.6947 -0.1768  -0.0917
S: -1.9883 -1.2563 -0.8210  0.7561

**Frontier orbital gap**: 9.80 eV
**LUMO**: 0.6073 eV
**Structure (SMILES)**: [H]/N=C(\NN)[C@H](S)CO

The following is a quantum chemistry calculation of a 5-piece molecular cluster, C28H61N6O9P overall, from OMol25.

Each line ends with the Löwdin charge.
Cartesian coordinates (Å):
C: -3.2338 3.0020 -2.6682  -0.1291
C: -3.3036 1.5531 -3.4306  -0.1880
C: -3.9199 0.3233 -2.5392  -0.1881
C: -5.4689 0.4556 -1.9443  -0.2056
C: -5.8188 1.6742 -0.9051  -0.1501
C: -6.7176 2.8921 -1.5389  -0.2142
C: -7.7903 2.4347 -2.6921  -0.1629
C: -7.1266 2.3617 -4.2241  -0.1989
O: -7.4862 1.0650 -4.8361  -0.2605
C: -6.3814 0.5183 -5.6428  -0.1290
N: -5.4694 -0.7563 -0.9886  0.0263
C: -4.1338 -1.5228 -0.8916  -0.2177
O: -4.0003 -2.7917 -0.4544  -0.0583
C: -2.9583 -0.4857 -1.4750  -0.2920
C: -1.9184 -1.3975 -2.3546  -0.1425
C: -0.5554 -1.8558 -1.5673  -0.1886
C: -0.0061 -3.2224 -2.2873  -0.2049
C: 0.2455 -3.1063 -3.9030  -0.2856
N: 1.7201 -3.1835 -4.3104  -0.0655
C: -2.4614 0.2469 -0.0960  -0.1507
P: -1.0148 1.4763 -0.3032  0.7661
O: 0.1853 0.9148 0.6159  -0.4048
O: -1.4449 3.0312 0.4411  -0.2228
O: -0.4115 1.6386 -1.9303  -0.2323
H: -3.1912 2.9523 -1.5000  0.0472
H: -2.2528 3.5564 -3.0600  0.0947
H: -4.1412 3.6491 -3.0838  0.0727
H: -2.2027 1.3014 -3.7996  0.1070
H: -3.9464 1.7039 -4.4072  0.0951
H: -4.0820 -0.5127 -3.3761  0.1389
H: -6.2584 0.1036 -2.7354  0.1435
H: -4.8907 2.1665 -0.3841  0.0977
H: -6.4632 1.1906 -0.0253  0.1283
H: -7.3231 3.3649 -0.6259  0.1195
H: -5.9890 3.7428 -1.9308  0.0964
H: -8.1837 1.3554 -2.3675  0.1263
H: -8.6955 3.1831 -2.7511  0.1117
H: -5.9521 2.4931 -4.0568  0.1006
H: -7.4904 3.2710 -4.8837  0.1355
H: -5.8804 1.3100 -6.3643  0.1092
H: -6.8555 -0.3033 -6.3595  0.1083
H: -5.5721 -0.0725 -4.9972  0.0856
H: -6.3319 -1.3447 -1.0044  0.1351
H: -2.5187 -2.3779 -2.6759  0.1451
H: -1.6087 -0.8043 -3.3287  0.1066
H: 0.3146 -1.0701 -1.6050  0.1023
H: -0.8237 -2.1475 -0.4424  0.1306
H: -0.7412 -4.1377 -2.0927  0.1177
H: 1.0364 -3.5552 -1.8121  0.1180
H: -0.1815 -2.1403 -4.4074  0.0999
H: -0.2992 -4.0446 -4.4005  0.1200
H: 1.9995 -2.1631 -4.4194  0.0667
H: 1.7154 -3.5317 -5.3142  0.0747
H: -2.1324 -0.5713 0.7087  0.1359
H: -3.3646 0.8204 0.3993  0.1061
H: -1.4893 3.7479 -0.2623  0.0746
H: 0.4497 1.0926 -1.9457  0.1015
C: 5.1745 2.5976 2.2384  -0.0177
C: 3.8127 2.4712 1.6130  -0.5427
O: 3.5539 2.9438 0.5079  0.0044
N: 2.8497 1.8067 2.3128  0.0140
C: 2.9624 1.1887 3.6124  -0.0826
H: 5.8391 3.1502 1.5687  0.0847
H: 5.1014 3.1447 3.1822  0.0391
H: 5.6006 1.6048 2.4067  0.0796
H: 1.9586 1.7601 1.8317  0.0990
H: 2.7261 0.1275 3.5048  0.0752
H: 2.2305 1.6568 4.2749  0.0848
H: 3.9599 1.2968 4.0397  0.0693
C: 2.5392 -7.0367 -2.3341  -0.0144
C: 1.1774 -7.1632 -2.9595  -0.5494
O: 0.9185 -6.6905 -4.0646  0.0070
N: 0.2144 -7.8277 -2.2597  -0.0025
C: 0.3270 -8.4456 -0.9601  -0.0837
H: 3.2038 -6.4842 -3.0038  0.0866
H: 2.4661 -6.4897 -1.3903  0.0839
H: 2.9652 -8.0296 -2.1658  0.0839
H: -0.6767 -7.8742 -2.7408  0.1423
H: 0.0908 -9.5068 -1.0677  0.0823
H: -0.4048 -7.9776 -0.2976  0.0838
H: 1.3246 -8.3375 -0.5328  0.0757
C: 5.5505 6.6159 3.8169  -0.0042
C: 5.6888 5.5510 4.8697  -0.5258
O: 5.2168 4.4247 4.7269  0.0059
N: 6.3635 5.8677 6.0112  0.0003
C: 6.9825 7.1248 6.3580  -0.0819
H: 4.9907 6.2225 2.9642  0.0891
H: 5.0057 7.4725 4.2231  0.0871
H: 6.5396 6.9254 3.4682  0.0880
H: 6.4177 5.1035 6.6752  0.1437
H: 8.0457 6.9427 6.5312  0.0840
H: 6.5225 7.4859 7.2807  0.0840
H: 6.8657 7.8760 5.5761  0.0762
C: 3.5687 -1.8895 6.4744  -0.0136
C: 4.5678 -3.0131 6.4990  -0.5489
O: 4.4290 -3.9963 7.2242  0.0180
N: 5.6551 -2.9167 5.6822  -0.0031
C: 5.9884 -1.8500 4.7685  -0.0802
H: 2.7561 -2.1018 7.1744  0.0868
H: 4.0508 -0.9559 6.7767  0.0864
H: 3.1443 -1.7906 5.4715  0.0778
H: 6.2850 -3.7080 5.7508  0.1428
H: 6.0600 -2.2740 3.7642  0.0850
H: 6.9602 -1.4451 5.0603  0.0840
H: 5.2461 -1.0510 4.7729  0.0626

**Frontier orbital gap**: 8.76 eV
**LUMO**: 0.2012 eV
**Structure (SMILES)**: CC[C@@H]1[C@H](CCCCOC)NC(=O)[C@]1(CCCCN)CP(=O)(O)O.CNC(C)=O.CNC(C)=O.CNC(C)=O.CNC(C)=O

The following is a quantum chemistry calculation of a 2-piece molecular cluster, C6H13NO overall, from OMol25.

Each line ends with the Löwdin charge.
Cartesian coordinates (Å):
C: -0.9015 1.2254 -0.4081  -0.1889
C: -0.6168 1.9258 0.9062  -0.1776
C: -0.6942 -1.0058 -0.0642  -0.2521
C: -1.3056 -1.8417 -0.9688  0.0060
H: -0.7991 1.9132 -1.2515  0.0632
H: -1.9549 0.9605 -0.4964  0.0633
H: -1.0485 -0.9138 0.9572  0.1214
H: -1.1516 1.4818 1.7537  0.0608
H: 0.4424 1.8775 1.1735  0.0488
H: -0.8486 2.9966 0.9079  0.0635
H: -2.3845 -1.9237 -0.9714  0.0484
H: -0.8319 -2.0623 -1.9208  0.0466
C: 1.5339 -0.9360 1.1065  -0.0244
N: 0.7722 -0.9734 -0.1565  -0.1261
C: 0.9908 0.4872 -1.0894  -0.3160
O: 1.9693 1.1767 -0.9495  0.0197
H: 1.0711 -1.7693 -0.7345  0.1524
H: 0.5739 0.1196 -2.0321  0.1168
H: 1.1065 -0.1904 1.7709  0.0845
H: 1.5205 -1.9237 1.5650  0.0951
H: 2.5568 -0.6244 0.9024  0.0944

**Frontier orbital gap**: 8.05 eV
**LUMO**: 0.7572 eV

The following is a quantum chemistry calculation of C3H5O3Pr as an isolated structure, from OMol25.

Each line ends with the Löwdin spin population.
Cartesian coordinates (Å):
H: -2.9890 -0.7371 -0.1618  -0.0202
O: 2.1843 -0.6174 0.0721  0.1239
C: 1.3066 0.3485 0.5153  0.4933
C: 2.8110 -0.1191 -1.1002  0.0101
O: 0.2898 -0.0185 1.2247  0.0842
O: 0.8538 1.0425 -0.6853  0.0833
C: 1.7061 0.6976 -1.7801  0.0117
H: 3.1480 -0.9677 -1.7039  0.0007
H: 3.6727 0.5097 -0.8313  0.0027
H: 1.1354 0.1060 -2.5071  0.0046
H: 2.0838 1.6093 -2.2565  0.0008
Pr: -1.6060 0.6848 0.1188  2.2049

**Frontier orbital gap (spin up / spin down)**: 5.15 / 8.56 eV
**Charge**: +1
**2S+1**: 4
**LUMO (spin up / spin down)**: -5.9565 / -5.3725 eV

The following is a quantum chemistry calculation of C3H2FeO2 as an isolated structure, from OMol25.

Each line ends with the Löwdin spin population.
Cartesian coordinates (Å):
O: -1.7792 -0.6786 -0.1994  0.3885
C: -0.9123 0.3435 -0.2275  0.5997
C: 0.5224 -0.0753 -0.3327  0.1393
C: 1.4185 0.3084 0.5779  0.0561
O: 2.0915 0.5855 1.4714  0.0452
Fe: -0.5181 -2.0596 -0.1830  3.7137
H: -1.1548 1.2334 0.3721  0.0367
H: 0.3320 0.3426 -1.4786  0.0208

**Frontier orbital gap (spin up / spin down)**: 5.35 / 8.91 eV
**Charge**: +1
**2S+1**: 6
**LUMO (spin up / spin down)**: -6.4864 / -6.6575 eV

The following is a quantum chemistry calculation of one molecule with the formula C4H10BN, from OMol25.

Each line ends with the Löwdin charge.
Cartesian coordinates (Å):
B: -0.3965 1.9092 -0.0684  -0.2859
C: -1.1572 0.5970 -0.8537  -0.1361
C: -0.3407 -0.8453 -1.0182  -0.2461
C: -0.0541 -1.6733 0.3307  -0.1220
C: 1.0740 0.5813 1.3130  -0.0582
N: 0.5244 1.6179 0.8688  0.1313
H: -0.6780 2.9522 -0.5021  0.0389
H: -2.0025 0.2454 -0.2424  0.0682
H: -1.6333 0.8791 -1.8089  0.0663
H: -0.9748 -1.3928 -1.7803  0.1030
H: 0.5747 -0.6125 -1.5024  0.0584
H: -1.0545 -2.1890 0.4596  0.0718
H: 0.6589 -2.5958 0.0693  0.0976
H: 2.0532 0.1928 1.0373  0.1123
H: 0.6533 -0.0074 2.0612  0.0472
H: 0.4661 -1.0992 1.2774  0.0533

**Frontier orbital gap**: 10.05 eV
**LUMO**: 0.4701 eV
**Structure (SMILES)**: C=NBCCC

The records above give, respectively, electronic energy values of -20608.708 -66676.720 -9965.617 -23392.798 -41612.540 -6473.880 eV.